3 unconnected molecules or ions with the total composition C4H13N3 at a distorted geometry, computed with wB97M-V/def2-TZVPD.

Element x y z (Å)
1 N 2.7771 2.5397 0.4352
2 N 5.0111 -1.0847 -0.2498
3 N -9.2468 0.2114 -0.5780
4 C 3.3973 1.3456 0.3596
5 C 3.7603 0.6459 -0.6467
6 C 4.0443 -2.1345 -0.0229
7 C -8.9952 -0.0915 0.5932
8 H -9.4019 1.0898 -1.0338
9 H 3.4685 -2.1915 -0.9587
10 H 3.8251 0.6332 -1.6892
11 H 2.5659 2.9410 -0.4353
12 H 4.5499 -3.1618 0.1504
13 H 3.4368 -1.9796 0.9148
14 H 5.3617 -0.9072 -1.1689
15 H 3.5549 0.8487 1.3467
16 H 5.4831 -0.7559 0.6861
17 H -9.3512 0.4619 1.4058
18 H -8.7081 -1.1132 0.8815
19 H -8.7562 -0.3835 -1.2485
20 H 3.2230 3.0863 1.2582

Atoms 1-3, force components in eV/Å:
N 1.1 0.4 3.1
N -2.3 4.1 3.5
N 2.4 -0.6 -3.5

Electronic energy = -323.7321 hartree
HOMO level = -15.032 eV
LUMO energy = -7.4 eV
Net charge = +2